Entry 1:
DFT (the ωB97M-V functional and the def2-TZVPD basis) results for a cluster of 3 separate species, C15H18BClN4O10P in total.

Electronic energy = -64767.4577 eV
Frontier orbital gap = 7.494 eV
Net charge = +1
LUMO = -0.15036 Eh

Structure (XYZ):
```
50
C15H18BClN4O10P (the ωB97M-V functional and the def2-TZVPD basis)
N 2.34026 0.30148 0.62417
B 2.06271 1.19273 -0.50534
O 2.96190 1.67829 -1.38665
N 0.63426 1.57203 -0.79861
C -0.14520 1.35272 0.30773
N -0.14114 2.23444 1.28899
N -0.86525 0.23833 0.25808
C -0.52280 -0.46409 -0.99512
C -0.05508 0.73282 -1.81999
P -1.41821 1.77654 -2.72807
O -1.55216 3.06620 -1.75107
Cl -3.13739 0.76520 -2.21617
H 3.11715 -0.31104 0.39162
H 2.61911 0.76577 1.48776
H 3.87734 1.57982 -1.10007
H -0.53421 2.02028 2.19087
H 0.28084 3.13233 1.11343
H -1.05841 -0.27998 1.10193
H 0.26748 -1.19418 -0.79815
H -1.37098 -0.97887 -1.42661
H 0.59628 0.46759 -2.65234
H -2.13022 2.93169 -0.98806
C -3.48712 -4.43724 -5.44827
C -3.21716 -3.44155 -4.59471
C -2.76833 -3.69571 -3.17361
O -2.52331 -2.70363 -2.49634
C -2.65648 -5.04913 -2.70427
C -2.93215 -6.05437 -3.55445
C -3.35458 -5.80563 -4.99019
O -3.56033 -6.78998 -5.66934
O -2.86012 -7.32690 -3.23375
O -3.31475 -2.15667 -4.90641
H -3.80557 -4.26536 -6.46649
H -2.35185 -5.21924 -1.68154
H -3.10671 -7.83368 -4.03440
H -3.08491 -1.65739 -4.10056
C 2.71018 3.02424 3.36628
C 2.40815 4.20674 3.92397
C 2.34940 4.38752 5.42914
O 2.07591 5.50451 5.81810
C 2.60727 3.24207 6.27613
C 2.90174 2.06028 5.71120
C 2.97543 1.88573 4.21244
O 3.24538 0.77576 3.78306
O 3.14753 0.95873 6.39812
O 2.13497 5.29866 3.23940
H 2.77245 2.87824 2.29582
H 2.55269 3.37682 7.34706
H 3.34545 0.25211 5.75573
H 1.97049 6.00500 3.89957
```


Entry 2:
DFT (the ωB97M-V functional and the def2-TZVPD basis) results for a structure of composition C35H50N10O5SSb2Ti in a non-equilibrium geometry.

Multiplicity = 2
Electronic energy = -109269.0858 eV
ΔE to the lowest compared entry with this formula, charge and spin = 97.4 kJ/mol
Expectation value of S² = 0.75
Frontier orbital gap (alpha / beta) = 6.950 / 6.978 eV
Net charge = +1
LUMO (alpha / beta) = -0.09286 / -0.09258 Eh

Structure (XYZ):
```
104
C35H50N10O5SSb2Ti (the ωB97M-V functional and the def2-TZVPD basis)
Ti 0.13864 -0.42060 0.63621
C 1.33010 -0.47512 -5.38520
Sb 1.16911 -1.42906 -3.44938
C -0.64178 -2.50284 -3.91492
C 2.42680 -3.06109 -4.09869
C 3.86250 -2.73372 -3.83232
C 4.68833 -2.36075 -4.89464
C 6.02743 -2.04797 -4.70868
C 6.57576 -2.11742 -3.43680
C 5.76886 -2.48572 -2.37009
C 4.41315 -2.78407 -2.53534
C 3.62902 -3.22306 -1.32777
Sb 2.58736 -1.73649 -0.12882
C 2.86246 -3.05468 1.55230
C 4.38522 -0.58779 0.21569
H 0.75726 -1.03460 -6.12928
H 2.39033 -0.47906 -5.67181
H 0.98993 0.56525 -5.37049
H -0.87604 -2.41768 -4.97381
H -1.47613 -2.13610 -3.31239
H -0.47395 -3.54768 -3.64674
H 2.23506 -3.19590 -5.16085
H 2.08191 -3.94185 -3.55430
H 4.26576 -2.33001 -5.89564
H 6.64327 -1.76683 -5.55531
H 7.62678 -1.90214 -3.27639
H 6.20138 -2.56176 -1.37615
H 4.30528 -3.60829 -0.57102
H 2.87348 -3.97058 -1.55315
H 3.91862 -3.10963 1.80350
H 2.51044 -4.03063 1.22462
H 2.27396 -2.76712 2.41783
H 5.19682 -1.25620 0.52029
H 4.24543 0.19340 0.97147
H 4.67444 -0.10244 -0.72637
C -1.74508 0.98220 -3.03964
C -0.79034 1.71361 -2.13177
O -0.07276 1.12231 -1.33112
N -0.72271 3.05669 -2.30314
C -0.21687 3.94983 -1.28127
C -1.23105 4.21712 -0.16882
C -1.26309 5.45935 0.45157
C -2.20480 5.69595 1.43831
C -3.08378 4.68192 1.78336
C -2.97634 3.47274 1.11528
N -2.07553 3.23592 0.15449
H -1.24400 0.14927 -3.52795
H -2.18838 1.63003 -3.79500
H -2.53998 0.56284 -2.41814
H -1.35353 3.46088 -2.97087
H 0.05138 4.89655 -1.74156
H 0.68161 3.49212 -0.87371
H -0.56756 6.23734 0.15150
H -2.26331 6.66340 1.92460
H -3.84828 4.83317 2.53667
H -3.65063 2.65308 1.34638
C -3.16768 -2.32727 4.48047
N -2.97129 -1.68214 3.18582
C -4.00396 -1.82544 2.15060
C -1.83384 -1.06343 2.85811
N -1.67769 -0.34486 1.79226
N -0.81905 -1.15128 3.82120
C 0.55201 -0.98822 3.66984
N 1.24846 -1.35782 4.76585
N 1.09422 -0.50798 2.60798
H -4.20907 -2.60769 4.56865
H -2.95556 -1.64452 5.30403
H -2.57244 -3.23861 4.58532
H -4.71268 -2.57789 2.47582
H -3.55989 -2.16902 1.22210
H -4.54371 -0.88889 1.99691
H -2.46982 -0.41668 1.17450
H -1.06679 -1.70202 4.61892
H 0.80863 -1.66817 5.61186
H 2.24734 -1.26615 4.77274
H 2.09463 -0.42524 2.69376
O -0.06303 -2.42849 1.23764
S -0.67461 -2.77514 -0.10018
O -1.98196 -3.35523 0.03969
O -0.80156 -1.32360 -0.67584
O 0.27030 -3.51247 -0.91817
C 0.55553 3.39369 2.68346
C 0.00012 2.27823 2.09506
N 0.63359 1.57632 1.16440
C 1.85169 1.97426 0.79112
C 2.50506 3.06735 1.33849
C 1.82923 3.78184 2.30990
C 3.88934 3.47185 0.97018
C 4.54706 3.39134 -0.17896
C 4.10248 2.87344 -1.50136
C 4.71372 3.35033 -2.65195
C 4.23952 2.88625 -3.86597
N 3.23711 2.01026 -3.95544
C 2.73136 1.59568 -2.79602
N 3.11541 1.98133 -1.57497
H -0.00104 3.93932 3.43236
H -0.97858 1.92569 2.36978
H 2.32158 1.43084 -0.00949
H 2.29793 4.65502 2.75605
H 4.42052 3.96832 1.77750
H 5.54008 3.83357 -0.18933
H 5.52110 4.07221 -2.59640
H 4.67133 3.22323 -4.80302
H 1.92557 0.87055 -2.83782
```


Entry 3:
DFT (the ωB97M-V functional and the def2-TZVPD basis) results for a structure of composition H10IMnO5 in a non-equilibrium geometry.

Multiplicity = 6
Electronic energy = -49817.3776 eV
ΔE to the lowest compared entry with this formula, charge and spin = 47.7 kJ/mol
Expectation value of S² = 8.75
Frontier orbital gap (alpha / beta) = 7.148 / 7.167 eV
Net charge = +1
LUMO (alpha / beta) = -0.14236 / -0.14218 Eh

Structure (XYZ):
```
17
H10IMnO5 (the ωB97M-V functional and the def2-TZVPD basis)
Mn -0.07106 0.37451 0.13731
I -0.79881 3.10827 0.73246
O 1.03873 0.02486 1.94785
H 1.92090 -0.35559 2.06244
H 0.83351 0.45787 2.79231
O 1.74383 0.86207 -0.90589
H 2.62595 0.98719 -0.52792
H 1.83292 1.08853 -1.84142
O -0.82024 0.42772 -1.93053
H -1.33692 -0.34875 -2.18853
H -0.92645 1.04895 -2.66691
O 0.34295 -1.81861 -0.27069
H -0.48879 -2.11279 -0.66720
H 0.84664 -2.63479 -0.13889
O -1.88264 -0.31081 1.02752
H -2.47262 0.33708 1.45498
H -2.38791 -1.13571 0.98311
```


Entry 4:
DFT (the ωB97M-V functional and the def2-TZVPD basis) results for a structure of composition C2H4N2S3 in a non-equilibrium geometry.

Electronic energy = -37618.9776 eV
ΔE to the lowest compared entry with this formula, charge and spin = 525.5 kJ/mol
Frontier orbital gap = 8.458 eV
Net charge = 0
LUMO = -0.00469 Eh

Structure (XYZ):
```
11
C2H4N2S3 (the ωB97M-V functional and the def2-TZVPD basis)
C 1.40939 -0.44978 0.20012
C -1.26846 -0.14828 -0.65525
H 1.19991 2.97264 1.11347
H 2.55477 -0.78088 0.29807
H -1.59927 -2.14333 0.96125
H -0.22606 0.48257 -1.29044
N 0.82496 0.68948 0.26332
N -1.07447 -1.61030 -0.00817
S 2.04224 1.90437 0.53616
S 0.67328 -1.87306 -0.22519
S -2.77979 0.56263 -0.31957
```


Entry 5:
DFT (the ωB97M-V functional and the def2-TZVPD basis) results for the molecule C4H7NO.

SMILES string = [O-]C1=CCC[NH2+]1
Electronic energy = -7797.7896 eV
ΔE to the lowest compared entry with this formula, charge and spin = 179.0 kJ/mol
Frontier orbital gap = 8.076 eV
Net charge = 0
LUMO = 0.02275 Eh

Structure (XYZ):
```
13
C4H7NO (the ωB97M-V functional and the def2-TZVPD basis)
O 2.33330 -0.75178 -0.91521
C 1.15678 -0.59064 -0.68130
C -0.12282 -0.95617 -0.93177
C -1.19216 -0.06902 -0.35980
C -0.51003 0.49558 0.89338
N 0.91533 0.63347 0.50177
H -0.31806 -1.86046 -1.48781
H -1.51145 0.74844 -1.03118
H -2.10611 -0.61611 -0.09962
H -0.54925 -0.27338 1.66842
H -0.91103 1.43237 1.29066
H 1.58914 0.39994 1.22663
H 1.20846 1.50898 0.07133
```


Entry 6:
DFT (the ωB97M-V functional and the def2-TZVPD basis) results for a structure of composition C6H15AlBClNO3S in a non-equilibrium geometry.

Electronic energy = -44735.4447 eV
Frontier orbital gap = 7.153 eV
Net charge = -1
LUMO = 0.11241 Eh

Structure (XYZ):
```
29
C6H15AlBClNO3S (the ωB97M-V functional and the def2-TZVPD basis)
C 3.89925 -1.70680 0.34793
C 3.41985 -0.84083 -0.78551
O 3.57638 -1.18480 -1.88010
O 2.88245 0.36047 -0.53044
C 1.88135 0.33256 0.52631
C 1.11013 1.61376 0.49731
C 0.40627 1.84295 -0.83879
C -1.09951 1.51827 -0.84210
Al -1.72329 -0.24982 -0.07181
S -1.16915 -2.00098 -1.47420
Cl -1.02966 -0.65658 2.03573
B -3.86509 -0.21058 0.03752
N -4.49785 0.08748 1.34131
O -4.67458 -0.44604 -1.07719
H 4.12313 -2.67408 -0.04868
H 3.17691 -1.80278 1.13866
H 4.78998 -1.26940 0.78727
H 1.24497 -0.52600 0.36106
H 2.36579 0.24481 1.48852
H 0.43520 1.69810 1.33412
H 1.84962 2.40119 0.62096
H 0.91753 1.30422 -1.61908
H 0.53015 2.89572 -1.08539
H -1.68630 2.31175 -0.39717
H -1.39963 1.49218 -1.88723
H -1.57953 -3.11743 -0.85542
H -4.81003 -0.74425 1.83760
H -3.78015 0.49438 1.92502
H -5.29421 -1.16743 -0.88625
```